No. 1
ORCA calculation (ωB97M-V/def2-TZVPD) on 2 unconnected molecules or ions with the total composition C10H14N2O.

```
27
Properties=species:S:1:pos:R:3:forces:R:3:lowdin_charge:R:1
O 1.63391 -1.29458 2.03329 1.0 2.4 -0.9 0.1228
C 2.23800 -0.32531 1.68853 2.3 -1.5 1.0 -0.2557
N 3.10331 0.53014 1.44737 -1.3 -1.0 0.4 0.1574
C 4.52390 0.45530 1.74519 0.4 0.0 0.0 -0.2346
C 5.16005 -0.73106 2.14355 -0.1 0.2 -0.1 -0.0296
C 6.54407 -0.78118 2.36821 -0.1 0.5 -0.1 -0.0871
C 7.35561 0.34877 2.21667 -1.0 0.2 -0.2 -0.0905
C 6.71951 1.54538 1.83721 0.1 -0.6 0.2 -0.0893
C 5.33681 1.59804 1.61243 -0.3 0.2 -0.2 -0.0374
H 4.55970 -1.62377 2.27399 0.1 -0.1 0.0 0.1070
H 6.99783 -1.71326 2.66504 -0.1 -0.2 0.0 0.0968
H 8.43455 0.31139 2.38754 -0.4 0.0 -0.1 0.1025
H 7.34205 2.43079 1.72322 -0.4 0.0 0.0 0.0997
H 4.88116 2.55235 1.32245 0.1 -0.5 0.1 0.1112
C -0.95168 -1.25562 0.79502 0.3 0.3 0.1 -0.1233
N -0.40597 0.09520 0.82008 -0.8 0.5 -0.3 -0.3471
C -0.81704 0.83202 -0.37449 0.1 0.0 -0.2 -0.1163
C -0.80652 0.79658 2.03548 0.1 -0.1 -0.1 -0.1185
H -0.57686 -1.79243 1.66024 -0.1 -0.2 0.0 0.0663
H -2.04909 -1.28285 0.80574 -0.1 0.1 0.0 0.0856
H -0.60017 -1.74748 -0.10694 0.0 -0.2 -0.1 0.0838
H -0.39414 1.84718 -0.34739 -0.1 -0.3 0.0 0.0820
H -0.42325 0.30903 -1.25872 -0.1 0.2 0.2 0.0824
H -1.91884 0.92705 -0.51133 0.3 -0.1 0.3 0.0863
H -0.42612 1.82109 2.00270 0.0 -0.1 0.1 0.0837
H -1.89945 0.82934 2.18836 0.1 0.0 -0.1 0.0856
H -0.37001 0.27681 2.89069 0.0 0.1 0.0 0.0763
```
Forces are in eV/Å.

Values from the calculation:
Kohn-Sham gap   9.6 eV
SMILES   O=C=Nc1ccccc1.CN(C)C
Total charge   0
Highest occupied orbital energy   -8.71 eV

No. 2
ORCA calculation (ωB97M-V/def2-TZVPD) on 2 unconnected molecules or ions with the total composition C3H6BrO2S.

```
13
Properties=species:S:1:pos:R:3:forces:R:3:lowdin_charge:R:1
C 1.20615 0.21006 -0.08200 -0.1 -0.7 -2.4 -0.2680
C -1.28249 0.01119 0.02623 0.5 -0.6 2.1 -0.1748
C 0.04730 0.11404 0.81444 -1.1 0.1 -1.1 -0.8503
O -2.30469 -2.52220 2.81904 -0.9 -0.5 -0.4 -0.6162
O 0.10317 -3.06035 2.24711 -0.2 -0.9 -0.2 -0.6248
S -0.87819 -2.27052 3.00390 1.3 1.4 0.1 0.6045
Br 0.24363 1.31214 2.26504 -0.5 0.7 0.5 0.5627
H 1.14824 0.92557 -1.04463 0.0 -0.8 2.1 0.1094
H 2.17055 0.22696 0.39174 0.4 0.5 0.2 0.0391
H 1.14507 -0.78145 -0.54230 0.4 -0.2 -0.5 0.0602
H -1.30027 -0.82513 -0.68036 0.5 0.2 0.0 0.0742
H -1.60174 0.92234 -0.42670 0.1 1.0 -0.8 0.0432
H -2.07165 -0.22079 0.72463 -0.4 -0.2 0.4 0.0409
```
Forces are in eV/Å.

Values from the calculation:
Kohn-Sham gap (spin up / spin down)   7.0 / 4.5 eV
Total charge   -1
Highest occupied orbital energy (spin up / spin down)   -3.62 / -1.36 eV

No. 3
ORCA calculation (ωB97M-V/def2-TZVPD) on a molecular structure, C14H22AgClO8.

```
46
Properties=species:S:1:pos:R:3:forces:R:3:lowdin_charge:R:1
Ag -1.03307 -1.51422 -0.00428 -0.4 -0.3 0.3 0.8275
Cl -1.77143 -3.42634 -3.80916 0.1 0.3 0.4 -0.9180
O -3.38450 -3.05189 2.44223 0.3 1.0 1.1 -0.1274
C -3.30720 -2.75259 3.78930 -0.4 -0.4 -1.7 -0.3354
C -2.84106 -1.26331 4.21532 3.5 1.9 -1.3 -0.3784
O -1.69701 -0.71232 3.54332 -2.1 -1.6 0.3 -0.3842
H -2.56993 -3.43665 4.20955 0.5 0.2 0.2 0.1001
H -4.27244 -2.99160 4.23573 -0.3 0.2 0.5 0.0764
H -2.52171 -1.27975 5.25736 -0.3 -0.8 0.6 0.0674
H -3.63046 -0.51166 4.21451 -0.9 -0.4 -0.6 0.0730
O -3.74936 2.50736 -1.23581 0.3 -1.1 0.0 0.1416
C -4.25927 3.47452 -1.69081 0.9 -0.5 1.3 -0.4914
O -4.90711 3.45912 -2.88609 0.4 1.0 0.6 0.0587
C -5.40965 4.76453 -3.08622 -1.7 0.8 -1.4 -0.2102
C -5.30851 5.55983 -1.82176 0.9 0.8 1.4 -0.1574
C -4.19620 4.83006 -0.98192 -1.6 0.4 -1.5 -0.0431
H -6.44577 4.68847 -3.41600 -0.2 -0.3 0.2 0.1213
H -4.99476 5.32999 -3.92062 1.0 -0.5 -0.1 0.1201
H -6.24308 5.55933 -1.26081 0.0 -0.2 0.0 0.1106
H -5.09530 6.60897 -2.02654 0.1 0.0 0.0 0.1070
H -4.45155 4.81613 0.07767 0.0 -0.5 -0.2 0.1204
H -3.17033 5.19143 -1.05359 -0.1 0.2 -0.3 0.1219
O 2.46521 -4.43592 1.45883 -0.3 -2.5 1.8 0.0733
C 2.62683 -5.51508 2.05107 1.4 4.6 -0.9 -0.4896
O 2.57147 -6.64411 1.39892 1.0 -3.0 1.0 0.0485
C 3.30983 -7.70054 2.20392 -0.5 0.3 -0.1 -0.0905
C 4.02219 -6.99384 3.39076 -0.8 0.1 -1.1 -0.1474
C 3.23320 -5.66591 3.45506 0.2 -0.2 0.8 -0.0759
H 4.01532 -8.22311 1.55793 -0.2 0.4 -0.3 0.1148
H 2.59884 -8.44600 2.56016 -0.3 0.3 -0.2 0.1144
H 5.06580 -6.85218 3.10985 0.0 0.3 0.1 0.1064
H 4.00092 -7.62487 4.27926 -0.2 0.2 0.0 0.1071
H 3.84026 -4.83630 3.81744 0.2 0.2 -0.9 0.1179
H 2.47591 -5.62339 4.23787 -0.5 -0.7 -0.2 0.1206
O 2.14273 1.88028 -1.99981 0.6 1.2 -0.2 0.1128
C 2.89942 2.71484 -2.45694 -2.7 -3.7 -0.8 -0.5105
O 3.92689 3.15600 -1.79530 -0.1 0.1 3.1 0.0642
C 4.63633 4.12538 -2.45153 1.9 0.3 -1.2 -0.1939
C 4.28260 3.86698 -3.89518 0.3 1.6 -1.9 -0.1608
C 2.89431 3.22363 -3.87051 0.7 1.0 0.2 -0.0535
H 5.67397 3.89607 -2.20904 0.2 0.3 -0.3 0.1298
H 4.48520 5.17004 -2.17960 -0.7 -0.1 0.5 0.1273
H 5.06945 3.33352 -4.42847 -0.3 -0.6 0.2 0.1161
H 4.23727 4.81381 -4.43328 0.0 0.1 -0.1 0.1068
H 2.68443 2.55992 -4.70928 0.0 -0.5 0.7 0.1332
H 2.10132 3.97137 -3.88353 0.0 0.3 -0.2 0.1284
```
Forces are in eV/Å.

Values from the calculation:
Multiplicity   2
Kohn-Sham gap (spin up / spin down)   5.2 / 4.9 eV
Total charge   -1
Highest occupied orbital energy (spin up / spin down)   -4.18 / -3.85 eV